Entry 1:
Molecular formula: C38H58AlBBrCl5F3IMgN5O12
Method: DFT, ωB97M-V with the def2-TZVPD basis set

As for the HOMO energy: -14.038 eV. The total charge is +3. As for the orbital gap: 1.62 eV.

XYZ file:
```
126
Properties=species:S:1:pos:R:3:mulliken_charge:R:1
C 7.28465 -2.02614 1.59304 -1.549
C 5.94865 -1.51135 1.04841 -0.415
C 5.39644 -2.42647 -0.02308 0.781
C 4.90224 -1.79252 -1.26778 -1.297
C 3.46836 -2.28382 -1.72842 -0.794
C 2.41511 -1.18760 -1.90561 -0.776
C 1.47631 -1.18071 -0.67688 0.173
C 2.34615 -1.08907 0.57581 0.653
N 1.61018 -0.65301 1.80066 1.323
N 1.92345 0.56373 2.23064 -1.145
C 1.34450 1.01875 3.31285 0.643
C 1.75962 2.42044 3.72077 0.172
Cl 3.50803 2.59179 3.38685 -0.157
C 1.02827 3.45091 2.83295 -0.033
C 0.81338 4.79845 3.55643 -1.153
C 0.38869 0.24729 4.06219 1.576
C -0.29100 0.67331 5.34352 -1.941
I -1.54923 2.37010 5.08043 0.276
C 0.67848 0.73973 6.54143 -0.599
C 1.55736 -0.52781 6.60532 -1.044
C 0.08913 -1.00574 3.54920 -0.728
N -0.84950 -1.85893 4.19833 0.211
C 0.72027 -1.45692 2.36166 0.419
O 0.41178 -2.63991 1.85693 -0.131
C -0.91830 -2.67636 1.26351 -0.631
C -1.49837 -4.07936 1.23070 0.069
C -0.79299 -4.89606 0.12804 -1.951
C -1.55516 -4.74536 2.62871 1.189
C -2.90366 -4.44990 3.34389 -1.120
C -1.32455 -6.25664 2.61390 -1.883
H 7.66511 -1.33231 2.33932 0.413
H 8.02328 -2.06576 0.79625 0.427
H 7.19151 -2.99631 2.07651 0.390
H 5.26648 -1.41872 1.89811 0.190
H 6.08262 -0.50172 0.66011 0.469
H 4.36129 -3.03005 0.54329 -0.534
H 6.13897 -3.20991 -0.19226 0.791
H 5.64007 -2.00239 -2.04718 0.446
H 4.84279 -0.71956 -1.11021 0.646
H 3.10089 -3.06148 -1.06490 0.674
H 3.58977 -2.76107 -2.69812 0.683
H 1.83061 -1.54569 -2.75060 0.119
H 2.84409 -0.20674 -2.09107 0.628
H 1.01319 -2.16431 -0.69587 -0.095
H 0.74451 -0.37699 -0.71313 0.179
H 2.76446 -2.10438 0.79108 -2.146
H 3.21931 -0.46024 0.43738 0.901
H 1.53460 2.62566 4.75735 0.304
H 0.02802 3.08174 2.59420 -0.247
H 1.55430 3.58105 1.89222 0.530
H 1.17816 4.72449 4.58125 0.352
H -0.24092 5.03696 3.62558 0.011
H 1.32958 5.61874 3.07164 0.405
H -0.97773 -0.11489 5.60012 0.595
H 0.10592 0.75176 7.46366 0.570
H 1.36271 1.57800 6.46752 0.254
H 2.04204 -0.55136 7.57642 0.456
H 2.33991 -0.49481 5.84995 0.264
H 0.97813 -1.44757 6.50636 0.219
H -1.79818 -1.58836 3.91754 -0.663
H -0.73478 -1.79551 5.20156 0.512
H -1.63436 -2.03253 1.79007 -0.022
H -0.89649 -2.32168 0.23590 0.727
H -2.53449 -3.94174 0.90794 0.579
H -0.90057 -4.33439 -0.79440 0.606
H 0.26979 -4.94196 0.35134 0.189
H -1.25332 -5.85815 -0.00045 0.392
H -0.79167 -4.27385 3.24669 -0.070
H -2.75368 -3.73026 4.16283 0.088
H -3.62688 -4.00200 2.65984 0.266
H -3.33485 -5.34187 3.78648 0.429
H -1.25609 -6.58213 3.65062 0.526
H -2.13959 -6.77722 2.11895 0.403
H -0.36772 -6.50973 2.16486 0.389
C -1.42500 2.12587 -2.28475 -1.067
C -1.30969 2.24664 -0.96288 0.043
C -2.27186 3.05064 -0.14213 1.088
O -2.08526 3.07525 1.07221 -0.345
C -3.34014 3.73823 -0.80840 -1.254
C -3.47956 3.63641 -2.15846 0.393
C -2.52261 2.80022 -2.98316 0.973
O -2.69271 2.72042 -4.17480 -0.545
O -4.43195 4.24231 -2.80420 -0.472
O -0.32859 1.66097 -0.25279 -0.344
H -0.73385 1.54508 -2.88020 0.651
H -4.01362 4.32787 -0.20287 0.527
H -4.34843 4.03151 -3.77598 0.412
H -0.49992 1.93513 0.66975 -0.041
Br 3.40448 -4.08451 1.32771 0.098
Mg -3.10318 -0.60616 4.35038 0.924
O 3.35919 -2.37033 -4.99020 -0.600
C 2.31091 -2.05866 -5.48555 0.225
O 1.26100 -1.65816 -4.72638 -0.311
C 0.09702 -1.45240 -5.56454 -0.492
C 0.65815 -1.22143 -6.96069 -0.194
C 1.92305 -2.07887 -6.94478 0.077
H -0.53030 -2.34359 -5.50886 0.295
H -0.46794 -0.60006 -5.19427 0.311
H -0.04200 -1.48034 -7.75133 0.051
H 0.92955 -0.17224 -7.08251 0.257
H 1.71751 -3.11044 -7.24154 -0.082
H 2.71334 -1.66062 -7.56127 0.389
C -5.58661 5.88649 -5.50462 0.709
O -5.30635 4.72316 -5.21768 -0.779
N -4.96111 6.55043 -6.51046 -0.385
N -6.54283 6.58335 -4.83739 -0.379
H -5.17220 7.49638 -6.76677 0.173
H -4.25417 6.05430 -7.02020 0.222
H -7.02118 6.11227 -4.09264 0.221
H -6.79219 7.53005 -5.05353 0.171
B -2.57971 6.76586 4.04494 0.500
O -3.58357 7.52147 4.86009 -0.392
C -4.43043 8.12623 4.07553 0.620
O -5.34917 8.80634 4.38390 -0.362
C -4.01941 7.78201 2.56755 0.635
O -4.58816 8.16856 1.60236 -0.408
O -2.97064 7.00994 2.61457 -0.417
F -2.66344 5.40519 4.32110 -0.196
F -1.31623 7.22752 4.28170 -0.266
C -0.56001 -4.09667 -10.33774 0.387
Cl 0.11717 -3.92149 -11.94915 -0.072
Cl -1.58279 -2.70092 -9.96724 -0.116
Cl -1.51995 -5.57049 -10.24755 -0.084
Cl 0.76316 -4.18454 -9.15125 -0.148
F 0.12279 -6.13363 -1.77572 -0.310
Al -0.13963 -7.91215 -2.12646 0.326
```

---

Entry 2:
Molecular formula: C23H20ClN8OSSr
Method: DFT, ωB97M-V with the def2-TZVPD basis set

As for the HOMO energy: -3.586 eV. The total charge is -1. As for the orbital gap: 5.73 eV. The energy relative to the best compared isomer or geometry (same formula, charge and spin) comes out at 27.1 kcal per mole.

XYZ file:
```
55
Properties=species:S:1:pos:R:3:nbo_charge:R:1
Sr -0.09387 1.41345 -0.38782 1.775
N -1.02986 4.83034 -2.94102 -0.823
C -0.46087 3.58680 -2.72403 0.263
S 1.08294 3.62079 -1.93102 -0.592
N -1.17339 2.58315 -3.14086 -0.466
N -0.72507 1.33959 -2.77298 -0.380
C -1.10983 0.35713 -3.49473 0.104
C -0.83139 -1.03939 -3.22891 -0.231
C -1.20907 -1.96043 -4.21585 -0.150
C -1.01004 -3.31876 -4.09243 -0.315
C -0.41747 -3.80043 -2.92327 -0.190
C -0.04216 -2.93090 -1.92632 -0.311
C -0.22389 -1.52432 -2.02255 0.412
O 0.14119 -0.77115 -1.04164 -0.890
H -0.38165 5.59693 -2.97727 0.385
H -1.78005 4.83624 -3.61507 0.379
H -1.70591 0.56685 -4.38858 0.159
H -1.67930 -1.57733 -5.11673 0.193
H -1.31625 -3.99740 -4.87826 0.196
H -0.25930 -4.86532 -2.79242 0.195
H 0.40327 -3.29939 -1.00932 0.205
N 4.22221 -0.17600 0.27192 -0.583
C 3.16316 0.60521 -0.04586 0.343
N 2.16117 0.82406 0.72095 -0.582
C 2.07348 0.13997 1.94171 0.363
N 0.98792 0.04292 2.60963 -0.308
N -0.11101 0.66974 2.05177 -0.383
C -1.20686 0.04936 2.22885 0.189
C -2.50862 0.46629 1.63067 -0.026
C -3.45745 0.88071 2.73234 -0.307
C -4.53231 1.61359 2.37947 -0.182
C -4.63306 2.14282 1.05557 -0.486
C -3.47163 2.14788 0.31225 0.077
N -2.34719 1.49562 0.60955 -0.742
C 3.28838 -0.51855 2.44474 -0.135
C 3.40889 -1.01014 3.74171 -0.139
C 4.56046 -1.66356 4.13843 -0.235
C 5.60981 -1.84273 3.24309 -0.186
C 5.51080 -1.35852 1.95193 -0.272
C 4.35403 -0.69475 1.55837 0.243
H 4.96564 -0.30284 -0.39252 0.411
H 3.19110 1.07855 -1.02364 0.215
H -1.21909 -0.87232 2.81370 0.186
H -3.27670 0.55572 3.74894 0.198
H -5.27945 1.87766 3.12094 0.194
H -5.47787 2.74530 0.75351 0.199
H -3.40327 2.78223 -0.57127 0.185
H 2.57494 -0.87644 4.41651 0.241
H 4.64700 -2.04463 5.14740 0.213
H 6.50871 -2.35983 3.55186 0.212
H 6.32159 -1.48858 1.24482 0.208
Cl -3.43189 -2.18383 1.89504 -0.117
C -3.05346 -0.77515 0.85314 -0.370
H -3.98652 -0.48803 0.37679 0.230
H -2.33093 -1.10820 0.10882 0.227
```

---

Entry 3:
Molecular formula: C5H5NO
Method: DFT, ωB97M-V with the def2-TZVPD basis set

As for the HOMO energy (spin up / spin down): -8.423 / -8.422 eV. As for the orbital gap (spin up / spin down): 7.12 / 7.12 eV. The energy relative to the best compared isomer or geometry (same formula, charge and spin) comes out at 128.1 kcal per mole.

XYZ file:
```
12
Properties=species:S:1:pos:R:3:nbo_charge:R:1
N -2.34150 -1.54839 1.41052 -0.258
C -1.80955 -0.87444 0.62664 0.221
C -1.14541 -0.03805 -0.39073 0.002
O -0.24890 1.66502 0.08817 -0.537
C 0.96799 1.06012 -0.09188 0.168
C 1.12356 -0.28448 0.45552 -0.453
C 0.24409 -0.30747 -0.74273 -0.337
H -1.84133 0.10405 -1.22908 0.248
H 1.79323 1.83240 -0.09914 0.222
H 2.10414 -0.67912 0.28948 0.233
H 0.69744 -0.41803 1.45298 0.236
H 0.45624 -0.51161 -1.76975 0.255
```

---

Entry 4:
Molecular formula: Cl2H10LiO5
Method: DFT, ωB97M-V with the def2-TZVPD basis set

As for the HOMO energy: -5.202 eV. The total charge is -1. As for the orbital gap: 7.53 eV. The energy relative to the best compared isomer or geometry (same formula, charge and spin) comes out at 0.0 kcal per mole.

XYZ file:
```
18
Properties=species:S:1:pos:R:3:nbo_charge:R:1
Li -16.70758 -11.84188 -0.31373 0.839
Cl -17.64978 -11.46739 1.82845 -0.931
Cl -16.64472 -10.36959 -2.08423 -0.907
O -14.60250 -12.20680 -0.01428 -0.945
H -14.04510 -12.93698 0.25475 0.484
H -14.12045 -11.42496 0.25512 0.489
O -20.04921 -10.79320 -0.31149 -0.965
H -19.72192 -11.22034 0.48013 0.489
H -19.52681 -11.16867 -1.02025 0.469
O -13.77374 -12.01938 -2.69773 -0.958
H -13.10411 -11.34857 -2.83133 0.453
H -14.17005 -11.79836 -1.85492 0.491
O -17.68963 -13.64156 -0.98220 -0.949
H -18.01049 -14.33293 -0.40315 0.485
H -17.45585 -14.09578 -1.79169 0.481
O -18.79086 -12.46817 -3.19607 -0.972
H -18.23327 -12.80696 -3.89647 0.455
H -18.18357 -12.04424 -2.58968 0.493
```

---

no.,maximum force (eV/A)
1,4.693
2,1.005
3,2.255
4,1.205